# 1
Entry from the OMol25 dataset: a 2-piece molecular cluster, C5H15N2O overall at a distorted geometry (wB97M-V/def2-TZVPD).

```
23
C5H15N2O, DFT wB97M-V/def2-TZVPD
C -0.05950 0.12278 2.71144
C -0.65249 0.25966 1.38302
C -0.07360 1.24876 0.41391
C 0.16296 0.96442 -1.03895
C -0.63425 1.46258 -1.98195
N -0.63193 0.93301 -3.26196
N -0.54039 -1.11901 0.45732
H 0.95755 0.37046 2.87348
H -0.10813 -0.84048 3.15734
H -0.68253 0.84065 3.29969
H -1.73891 0.28879 1.34083
H 0.88872 1.52175 0.89592
H -0.58455 2.24304 0.47818
H 1.11681 0.43258 -1.21288
H -1.41520 2.30276 -1.93285
H 0.09060 0.19192 -3.48841
H -1.44508 0.83732 -3.81964
H -1.22639 -1.10284 -0.28599
H -0.67279 -1.98972 0.97938
H 0.42756 -1.22677 0.07461
H 2.22154 -3.02491 -1.03594
H 2.64759 -2.25300 0.30423
O 1.95241 -2.46377 -0.31078
```

Total charge ... +1
Lowest unoccupied orbital energy ... -2.94 eV
E_tot ... -10448.3860 eV
Multiplicity ... 1
Energy above the lowest of the compared OMol25 structures with the same formula, charge and spin ... 209.8 kJ/mol
F_max ... 0.0943 hartree/bohr



# 2
Entry from the OMol25 dataset: a 4-piece molecular cluster, C9H27ClO16P3 overall at a distorted geometry (wB97M-V/def2-TZVPD).

```
56
C9H27ClO16P3, DFT wB97M-V/def2-TZVPD
Cl 33.92343 1.56984 1.56757
O 33.96803 2.42092 2.72878
O 32.56788 1.34198 1.11450
O 34.65498 2.17874 0.47220
O 34.57035 0.30774 1.87988
C 32.12052 0.38742 -2.43310
O 31.54890 -0.91977 -2.31158
P 32.35468 -2.23842 -2.61886
O 31.63899 -3.42097 -2.16327
O 32.69433 -2.20012 -4.16723
C 31.61080 -2.30432 -5.08431
O 33.79227 -1.99377 -2.06899
C 33.88716 -1.77771 -0.63861
H 33.20812 0.33453 -2.50452
H 31.88200 0.94521 -1.52975
H 31.72470 0.87118 -3.32485
H 31.48075 -1.35216 -5.60280
H 30.67634 -2.58388 -4.59902
H 31.86552 -3.04938 -5.83741
H 34.83001 -2.19176 -0.30422
H 33.06341 -2.24818 -0.10073
H 33.81422 -0.71074 -0.43844
C 27.56621 5.53019 1.15932
O 28.75409 6.29889 1.21468
P 30.17632 5.63142 1.32319
O 31.26563 6.57777 1.49939
O 29.95100 4.57355 2.46844
C 31.11244 4.04920 3.15857
O 30.25311 4.76057 -0.00059
C 31.54431 4.47511 -0.57528
H 27.69406 4.53895 1.59302
H 27.20353 5.43773 0.13384
H 26.77882 6.03010 1.72665
H 30.99578 2.97121 3.22613
H 31.18331 4.48082 4.15326
H 32.00077 4.25804 2.56924
H 31.46189 3.51580 -1.07980
H 32.32026 4.41503 0.18302
H 31.79512 5.23813 -1.31104
C 40.60382 0.44650 5.93490
O 41.02733 0.65734 4.58368
P 40.01952 1.31148 3.54996
O 39.78307 2.74178 3.70286
O 40.66425 0.90456 2.16993
C 41.01713 -0.44847 1.88420
O 38.75185 0.38800 3.73781
C 37.60381 0.52720 2.87107
H 39.93148 1.23565 6.26208
H 41.50736 0.34902 6.53152
H 40.09446 -0.51912 6.00773
H 40.29063 -0.85803 1.18194
H 41.00928 -1.06660 2.78155
H 42.01324 -0.45151 1.44880
H 37.79335 1.05071 1.93370
H 36.83588 1.08216 3.40231
H 37.25730 -0.47616 2.64512
```

Total charge ... -1
Lowest unoccupied orbital energy ... 2.53 eV
E_tot ... -82922.2433 eV
Multiplicity ... 1
F_max ... 0.0271 hartree/bohr



# 3
Entry from the OMol25 dataset: C27H45AgN2O7 as an isolated structure at a distorted geometry (wB97M-V/def2-TZVPD).

```
82
C27H45AgN2O7, DFT wB97M-V/def2-TZVPD
Ag 24.50971 24.20316 0.91727
C 23.76910 19.77740 -2.00334
C 22.37828 19.66673 -2.28710
C 21.52705 20.99561 -2.28400
O 20.33026 20.86495 -2.54218
C 22.20138 22.21448 -1.96019
C 23.53105 22.29120 -1.65381
C 24.35025 21.02761 -1.64424
O 25.57711 21.04410 -1.39254
O 24.06234 23.45450 -1.45518
O 21.82105 18.61480 -2.65122
H 24.35125 18.87249 -1.90788
H 21.66215 23.15502 -2.01895
C 27.70354 20.66806 1.65507
C 27.67015 21.96997 2.48749
C 28.83509 21.70888 3.49637
C 29.39674 22.94274 4.18855
C 29.65081 24.06075 3.17299
C 28.48350 24.34979 2.21319
N 27.92834 23.13416 1.67200
O 26.94767 23.32452 0.71323
C 29.07756 25.22533 1.12287
C 27.42150 25.18363 2.98165
C 26.35127 22.01933 3.28422
H 27.07268 20.75073 0.76710
H 27.43518 19.80141 2.27071
H 28.71491 20.39795 1.34074
H 29.72250 21.32005 2.98882
H 28.51731 20.96557 4.23100
H 30.36223 22.76427 4.67591
H 28.73677 23.26262 5.00499
H 30.53828 23.80980 2.58587
H 29.88838 24.97673 3.72449
H 28.38303 25.55800 0.35156
H 29.96211 24.78690 0.65283
H 29.46190 26.14973 1.57811
H 26.39752 24.98243 2.66647
H 27.56045 26.27004 3.01651
H 27.46550 24.87961 4.03625
H 26.45356 21.27313 4.07408
H 25.43876 21.93370 2.69029
H 26.16077 23.00207 3.72696
C 19.70279 24.06328 1.76848
C 20.92002 25.02058 1.57700
C 20.58870 26.42485 2.02729
C 20.47363 26.56549 3.53317
C 21.78936 26.08901 4.21072
C 22.23843 24.69600 3.74401
N 22.11906 24.50574 2.28172
O 22.42144 23.21864 1.82618
C 23.76507 24.60630 3.97717
C 21.61798 23.56346 4.58819
C 21.28642 25.11921 0.07882
H 19.23365 24.11338 2.74724
H 19.00642 24.37009 0.98431
H 19.98850 23.04615 1.50243
H 21.34314 27.08609 1.59040
H 19.63867 26.79159 1.62802
H 20.31220 27.62048 3.77360
H 19.67984 26.01215 4.03957
H 21.65157 26.14609 5.29303
H 22.52890 26.87639 4.04000
H 24.30447 25.34386 3.38025
H 24.16176 23.66313 3.59826
H 23.96693 24.62060 5.05162
H 20.56450 23.40060 4.32983
H 21.52260 23.83189 5.64110
H 22.13320 22.61887 4.42715
H 21.15152 24.16788 -0.43527
H 20.68249 25.80876 -0.52380
H 22.28860 25.54160 0.00049
H 21.78155 22.59420 2.21095
C 24.88860 28.58872 -0.95608
C 24.68447 27.74228 0.25820
O 24.76269 26.54214 0.24213
C 24.54774 28.50301 1.56229
H 24.57807 28.03470 -1.84102
H 25.93542 28.88089 -1.06759
H 24.35514 29.53746 -0.87908
H 25.57059 28.78094 1.83258
H 24.17005 27.85663 2.35435
H 23.91676 29.38802 1.49776
```

Total charge ... -2
Lowest unoccupied orbital energy ... 3.63 eV
E_tot ... -50035.4902 eV
Multiplicity ... 1
F_max ... 0.0564 hartree/bohr



# 4
Entry from the OMol25 dataset: C3H4MgO4Zn as an isolated structure at a distorted geometry (wB97M-V/def2-TZVPD).

```
13
C3H4MgO4Zn, DFT wB97M-V/def2-TZVPD
O 3.18117 6.76580 -0.51975
C 2.89526 6.35740 -1.79484
O 2.88157 7.41974 -2.73900
C 4.12198 8.17837 -2.78657
Zn 4.36214 8.16409 -0.76736
H 1.89139 5.90002 -1.86980
H 3.87894 9.10493 -3.32778
H 4.84812 7.62250 -3.41320
H 3.68046 5.59768 -2.15348
O 6.52033 5.47327 -3.40770
C 5.81328 5.20420 -2.41853
O 6.07268 4.31369 -1.58758
Mg 7.71171 3.90307 -2.78935
```

Total charge ... +1
Lowest unoccupied orbital energy (alpha / beta) ... -6.59 / -7.70 eV
E_tot ... -65217.2707 eV
Multiplicity ... 2
Energy above the lowest of the compared OMol25 structures with the same formula, charge and spin ... 81.8 kJ/mol
F_max ... 0.0237 hartree/bohr